1.
Below is C4H10N2O in the gas phase, with properties calculated with ωB97M-V/def2-TZVPD.

XYZ file:
```
17
Properties=species:S:1:pos:R:3:forces:R:3
C 2.030675 0.702831 -0.374976 -0.1 -0.2 0.3
C 0.980720 -0.065302 -0.110902 0.3 0.5 1.3
C 1.014142 -1.560033 -0.193403 0.0 0.1 0.2
C -0.336082 0.595144 0.421983 1.1 -0.5 -1.1
N -0.944478 -0.103533 1.505546 -0.1 -0.4 0.4
N -0.999077 0.562786 -0.848260 -4.7 0.7 -0.6
O -2.557875 0.970980 -0.619381 1.8 0.3 0.0
H 3.003117 0.277282 -0.570121 0.1 -0.1 -0.4
H 1.980587 1.779136 -0.324115 -0.1 0.2 0.1
H 0.341145 -1.920209 -0.969698 -0.1 -0.1 -0.1
H 2.019227 -1.905040 -0.422524 0.0 0.0 -0.1
H 0.713263 -2.004298 0.755123 -0.1 0.0 0.0
H -0.129464 1.634338 0.694664 -0.1 -0.2 0.0
H -1.552389 0.495406 2.049390 0.0 0.0 -0.2
H -1.500260 -0.883947 1.158785 0.1 0.2 0.2
H -1.412124 -0.362755 -1.023459 1.4 -0.1 -0.1
H -2.651128 1.787212 -1.128652 0.2 -0.1 0.0
```
Positions in Å, forces in eV/Å.

Summary:
M in g mol⁻¹: 102.1
HOMO level in eV: -9.365
E_tot in eV: -9334.968

=====

2.
Below is C4H10N2O in the gas phase, with properties calculated with ωB97M-V/def2-TZVPD.

XYZ file:
```
17
Properties=species:S:1:pos:R:3:forces:R:3
C -0.812947 -2.391418 -0.851431 -5.1 -0.2 0.7
N -0.053378 -1.266723 -0.424821 2.6 1.5 0.9
C -0.645864 -0.138352 0.425925 -0.2 0.1 -2.9
C 0.359651 0.891882 1.153306 -3.8 -2.1 -3.9
N 1.107271 1.367122 0.001199 0.4 -5.7 0.7
C 1.120384 2.620735 -0.257031 -0.3 4.4 0.5
O 0.521474 3.490729 0.385005 0.5 -0.7 -0.5
H -1.934666 -2.102858 -1.387046 3.3 -0.4 1.4
H -0.280402 -2.946364 -1.619501 0.1 -0.2 0.3
H -1.160267 -3.023445 0.092783 0.7 0.6 -2.0
H 0.756705 -1.688944 0.042481 -0.2 0.5 0.0
H -1.142158 0.445448 -0.437114 0.1 -0.5 1.9
H -1.353241 -0.628379 1.044867 -0.9 0.1 1.1
H 0.741819 0.337390 1.916033 2.7 -1.4 1.8
H -0.278796 1.577192 1.664177 -0.2 1.1 -0.4
H 1.223629 0.561702 -0.743935 0.1 2.5 1.8
H 1.830785 2.894285 -1.004899 0.4 0.4 -1.3
```
Positions in Å, forces in eV/Å.

Summary:
M in g mol⁻¹: 102.1
HOMO level in eV: -9.179
E_tot in eV: -9335.608

=====

3.
Below is C4H10N2O in the gas phase, with properties calculated with ωB97M-V/def2-TZVPD.

XYZ file:
```
17
Properties=species:S:1:pos:R:3:forces:R:3
C 1.147112 0.160529 -1.577593 -1.3 -3.3 -0.6
C -0.071923 0.955256 -1.159649 0.3 -0.7 0.6
C -0.200908 0.685609 0.308885 -1.3 -0.7 0.5
O 0.516482 1.521565 1.155409 0.0 0.4 0.1
C -0.786409 -0.421565 0.864062 2.2 2.0 0.0
N -0.898122 -0.526668 2.257559 -0.2 -0.2 0.3
N -1.008388 -1.537845 0.104857 1.9 -1.0 -3.0
H 2.039850 0.443101 -1.028306 0.0 -0.4 0.1
H 1.327328 0.112583 -2.644711 0.2 0.3 -0.3
H 0.766496 -1.102248 -1.416865 2.0 3.5 -0.4
H 0.033842 2.029097 -1.358310 -0.1 -0.1 -0.1
H -0.951446 0.553631 -1.663637 0.0 0.3 -0.1
H 0.536652 2.404055 0.769104 -0.1 0.0 0.2
H -0.387442 0.193988 2.747688 -0.1 0.1 -0.1
H -0.667840 -1.434705 2.636551 0.1 0.0 -0.1
H -0.062339 -1.712831 -0.651361 -3.8 0.0 3.3
H -1.332946 -2.323551 0.656318 0.3 -0.1 -0.5
```
Positions in Å, forces in eV/Å.

Summary:
M in g mol⁻¹: 102.1
HOMO level in eV: -6.732
E_tot in eV: -9335.510

=====

4.
Below is C4H10N2O in the gas phase, with properties calculated with ωB97M-V/def2-TZVPD.

XYZ file:
```
17
Properties=species:S:1:pos:R:3:forces:R:3
C 0.872011 0.521863 1.801695 0.3 0.9 0.4
C -0.170849 -0.080450 0.881663 0.9 -0.3 -0.3
C -1.358445 0.843759 0.731532 -0.2 0.1 0.2
N 0.475255 -0.414448 -0.403241 -0.9 0.6 0.4
C -0.159171 -0.570487 -1.593515 2.2 0.5 -1.7
N 0.654817 -1.434564 -2.478668 -0.5 0.1 1.0
O -1.100350 0.032971 -2.053024 -0.9 -0.6 0.9
H 0.524836 0.544846 2.835421 -0.1 -0.4 0.0
H 1.089630 1.578988 1.601377 -0.1 -0.2 -0.4
H 1.827521 0.000696 1.768764 0.0 -0.2 0.0
H -0.394571 -1.063101 1.311107 -0.6 0.2 0.1
H -2.235675 0.386505 0.293461 0.0 -0.2 -0.2
H -1.640181 1.228030 1.709069 0.0 0.0 0.2
H -1.078439 1.686641 0.104714 0.0 0.1 0.0
H 1.468847 -0.560711 -0.403905 -0.1 -0.7 0.1
H 1.255345 -0.829752 -3.024845 -0.1 0.0 -0.3
H -0.030581 -1.870784 -3.081604 0.2 0.1 -0.4
```
Positions in Å, forces in eV/Å.

Summary:
M in g mol⁻¹: 102.1
HOMO level in eV: -9.316
E_tot in eV: -9338.070

=====

5.
Below is a molecular structure, C4H10N2O, with properties calculated with ωB97M-V/def2-TZVPD.

XYZ file:
```
17
Properties=species:S:1:pos:R:3:forces:R:3
C -0.678868 0.747688 -0.198326 1.2 1.6 1.1
C 0.422092 0.678860 0.686739 -1.8 0.1 -0.5
C -2.098151 0.539439 0.270514 0.2 -0.8 -0.5
C 1.745385 -0.532296 -1.191044 -1.7 -0.9 -1.2
N 0.436981 -0.181631 1.745762 0.2 -0.3 -0.4
N -0.081296 -0.757610 -1.291944 1.4 -0.8 2.1
O -0.445989 -1.782221 -0.719130 0.7 1.1 -0.8
H -0.588555 1.565395 -0.910428 0.1 -0.1 0.0
H 1.245267 1.378277 0.626095 0.1 -0.3 -0.3
H 1.358199 -0.431622 2.085338 -0.1 0.1 0.0
H -0.140638 -1.009009 1.610277 -0.1 0.1 0.1
H -2.757980 0.433655 -0.594001 0.0 0.0 0.1
H -2.192581 -0.368873 0.866645 -0.1 0.0 0.0
H -2.443006 1.394755 0.855614 0.1 -0.1 0.0
H 1.967844 -1.371484 -1.844508 0.1 0.0 -0.1
H 1.946536 0.393168 -1.728408 0.1 0.1 0.3
H 2.304758 -0.696492 -0.269196 -0.4 0.2 0.1
```
Positions in Å, forces in eV/Å.

Summary:
M in g mol⁻¹: 102.1
HOMO level in eV: -7.601
E_tot in eV: -9333.170

=====

6.
Below is C4H10N2O in the gas phase, with properties calculated with ωB97M-V/def2-TZVPD.

XYZ file:
```
17
Properties=species:S:1:pos:R:3:forces:R:3
H 1.844269 0.665481 2.744196 -1.5 0.4 0.9
N 1.537230 0.209147 1.896937 -0.6 -1.0 -3.5
N 0.371864 0.314726 1.463350 1.0 1.0 0.9
C 0.115708 -0.255063 0.023108 1.9 -2.7 2.3
C 0.910051 0.483423 -0.991103 -0.3 -2.2 0.0
C 0.693265 -1.724294 0.120303 0.6 -0.2 1.3
O -1.245555 -0.356298 -0.240293 -1.1 1.3 0.5
C -2.178810 0.473051 0.498394 -0.4 1.4 -0.1
H 0.611112 1.433835 -1.108014 -0.8 3.8 0.0
H 1.940508 0.375058 -0.807562 1.3 0.2 0.4
H 0.710958 0.039617 -1.932954 -0.2 -0.7 -1.0
H 0.124608 -2.262106 0.955126 0.6 0.5 -1.4
H 1.765942 -1.637766 0.530516 -1.6 -0.1 -0.9
H 0.707962 -2.313711 -0.839937 -0.3 0.8 1.0
H -2.364440 0.077733 1.487914 0.3 -0.2 0.3
H -3.169157 0.503070 0.010238 0.7 -0.6 -0.4
H -1.958351 1.589245 0.637298 0.5 -1.6 -0.4
```
Positions in Å, forces in eV/Å.

Summary:
M in g mol⁻¹: 102.1
HOMO level in eV: -8.648
E_tot in eV: -9334.949

=====

7.
Below is 2 unconnected molecules or ions with the total composition C4H10N2O, with properties calculated with ωB97M-V/def2-TZVPD.

XYZ file:
```
17
Properties=species:S:1:pos:R:3:forces:R:3
H -0.614397 -0.902988 1.844473 -0.4 0.3 -0.2
N 0.061183 -0.178287 1.595227 0.6 -0.8 0.3
C 0.022471 0.200542 0.388620 -0.4 2.3 0.1
C 1.042942 1.248169 -0.058720 -0.3 -0.8 0.1
C -1.160105 0.040623 -0.564472 0.2 -0.9 0.0
N -2.168754 1.075557 -0.410590 0.1 0.2 0.0
H 1.723300 1.500547 0.751509 -0.1 0.0 0.0
H 0.527515 2.133635 -0.424619 0.0 0.1 0.0
H 1.623628 0.826648 -0.878307 0.0 0.1 -0.1
H -0.801927 0.056786 -1.596178 -0.1 -0.1 0.0
H -1.642581 -0.925823 -0.369757 0.1 0.1 -0.1
H -1.794365 1.983247 -0.662742 -0.1 0.0 0.0
H -2.472164 1.124445 0.552862 0.0 0.1 0.1
C 1.384665 -2.004899 -0.019308 1.0 -0.8 -0.9
O 1.962630 -1.410943 -0.903720 -0.5 -0.4 0.5
H 1.827516 -2.155797 0.970988 0.0 0.3 0.2
H 0.478442 -2.611463 -0.215267 -0.2 0.4 0.0
```
Positions in Å, forces in eV/Å.

Summary:
M in g mol⁻¹: 102.1
HOMO level in eV: -9.337
E_tot in eV: -9336.290